Computed, not measured: a cluster of 10 separate species, C3H24NO11 in total in a non-equilibrium geometry, with wB97M-V/def2-TZVPD.

Cartesian coordinates (Å):
C (1.891, 1.853, -0.737)
O (0.462, 0.063, 4.193)
H (-2.324, 3.078, -0.337)
H (0.776, 3.683, -0.632)
H (2.448, 3.836, -0.088)
O (0.941, -3.488, -1.564)
H (0.396, -0.247, 3.271)
H (0.608, -0.934, -2.577)
H (0.991, 0.846, 3.982)
H (1.409, 1.348, -1.569)
O (3.822, -1.242, -0.125)
H (-2.067, 1.295, -0.799)
O (-2.248, -1.846, -1.670)
H (-0.789, -2.110, 1.011)
H (3.041, -0.662, -0.026)
O (-0.342, 0.016, 1.253)
O (-2.551, 1.599, -1.574)
H (-2.967, 0.861, -2.025)
H (-0.051, -2.178, -3.129)
O (-1.582, -2.614, 0.809)
H (-1.847, -2.003, -0.777)
H (1.062, 2.149, 1.196)
C (1.802, 3.369, -0.829)
H (-3.207, 0.091, 2.048)
O (1.144, -0.652, -0.314)
O (-2.839, 0.194, 2.930)
H (2.955, 1.597, -0.746)
H (-0.916, 3.584, -0.410)
H (-2.323, -2.408, 1.373)
O (-1.578, 3.308, 0.229)
O (0.295, -1.323, -3.404)
H (2.007, 3.740, -1.832)
H (-1.445, -1.868, -2.204)
H (-1.928, 0.435, 2.719)
C (0.670, 0.165, 0.520)
H (1.127, -2.568, -1.331)
H (0.338, -3.730, -0.847)
H (3.368, -2.058, -0.354)
N (1.269, 1.435, 0.525)

Summary:
Total charge: -1
Multiplicity: 1

=====

Computed, not measured: a structure of composition C8H16O2P in a non-equilibrium geometry, with wB97M-V/def2-TZVPD.

Cartesian coordinates (Å):
C (-0.942, 1.477, -0.591)
H (-3.227, 1.753, -0.652)
C (1.927, 0.230, 1.163)
H (1.291, 0.196, 2.177)
H (2.160, -2.721, 0.017)
H (2.796, -0.748, -1.403)
H (2.786, -0.279, 1.440)
C (1.244, -0.588, 0.089)
H (-0.766, 1.390, -1.601)
H (-2.063, 2.478, 0.795)
O (-1.589, -1.254, -1.879)
H (2.235, 1.241, 0.640)
C (1.244, -2.121, 0.162)
C (1.667, -0.257, -1.321)
H (-0.930, 0.789, 2.402)
H (0.940, -2.482, 1.131)
H (1.762, 0.843, -1.646)
C (-1.689, -1.064, -0.650)
C (-2.199, 2.298, -0.369)
H (0.972, -0.986, -1.876)
P (-1.710, -0.214, 1.642)
H (0.579, -2.365, -0.620)
H (-2.225, 3.192, -0.977)
O (-2.296, -1.762, 0.182)
H (-0.082, 2.054, -0.271)
C (-0.927, 0.111, 0.046)
H (-0.957, -1.212, 1.975)

Summary:
Total charge: -1
Multiplicity: 1

=====

Computed, not measured: an isolated molecule of C7H14N2O in a non-equilibrium geometry, with wB97M-V/def2-TZVPD.

Cartesian coordinates (Å):
C (-0.619, 2.787, 0.024)
C (0.985, -1.307, 1.532)
N (1.635, 0.389, -0.066)
C (-0.308, 1.526, -0.783)
H (0.423, -1.227, -1.903)
H (1.084, -0.523, 2.387)
C (0.647, -1.737, -0.883)
H (-0.720, 0.671, 1.343)
H (1.366, 0.934, -2.056)
H (0.202, 2.829, 0.849)
H (-2.178, -0.707, -1.063)
O (-1.531, 3.560, -0.062)
H (1.680, 0.970, 0.797)
H (0.369, -2.084, 1.831)
C (0.631, -0.606, 0.132)
C (-1.933, -0.532, 0.076)
H (1.962, -1.814, 1.412)
H (-1.771, -1.553, 0.559)
H (1.615, -2.265, -1.098)
H (-0.977, 1.629, -1.704)
H (-0.177, -2.540, -0.780)
H (-2.809, 0.029, 0.288)
N (1.078, 1.285, -1.090)
C (-0.656, 0.287, 0.259)

Summary:
Total charge: 0
Multiplicity: 1
SMILES: C[C@@H]1[C@@H](C=O)NNC1(C)C

=====

Computed, not measured: the ion C3H6N3 with charge +1 in a non-equilibrium geometry, with wB97M-V/def2-TZVPD.

Cartesian coordinates (Å):
N (0.679, 0.352, 0.070)
H (2.485, 1.301, -0.480)
H (-3.150, -1.145, -0.210)
C (-1.361, -1.273, -0.583)
N (-2.303, -0.685, 0.075)
N (1.980, 0.830, 0.159)
C (0.894, 1.388, 0.957)
H (0.688, -1.290, -1.289)
H (0.463, 2.286, 0.747)
H (0.983, 1.086, 2.030)
H (-1.436, -2.179, -1.021)
C (0.077, -0.669, -0.454)

Summary:
Total charge: +1
Multiplicity: 1
SMILES: [H]/N=C/C=[N+]1\CN1

=====

Computed, not measured: a structure of composition C30H43N2O8OsSi3 in a non-equilibrium geometry, with wB97M-V/def2-TZVPD.

Cartesian coordinates (Å):
H (-3.589, 3.339, -0.711)
C (1.166, 2.064, 3.353)
O (-0.239, -1.762, 1.224)
H (5.572, -0.429, 3.576)
H (-0.761, 2.818, 1.278)
H (-1.106, 0.431, 6.003)
C (-1.607, 0.746, -1.166)
H (4.232, -1.427, -3.039)
H (0.532, -4.417, 1.318)
C (0.339, -4.557, 0.253)
H (-4.083, -0.018, -4.250)
H (-0.812, 1.346, -4.654)
H (-0.696, -4.297, 0.052)
H (-3.338, 1.572, -4.305)
H (-4.986, 1.443, -0.841)
H (0.293, 0.157, -3.981)
C (3.338, 0.346, 0.540)
H (-0.852, 4.357, 0.436)
H (-3.323, 3.295, -2.456)
C (-4.759, 0.431, -0.507)
H (-1.223, -2.283, -2.148)
H (6.602, 0.064, 1.381)
C (3.001, -3.054, -1.739)
O (0.527, 0.555, 0.818)
C (-2.079, -1.845, -2.699)
N (1.000, -2.445, -0.961)
C (-2.920, -2.235, 1.127)
H (-4.341, 1.116, -2.930)
H (2.733, 0.596, -0.323)
O (4.944, -4.256, -2.154)
H (-5.396, 0.229, 0.359)
Si (-2.026, 0.038, -2.914)
H (2.886, -4.965, -0.881)
H (0.417, 4.048, -2.319)
C (4.362, -3.219, -2.322)
H (-0.592, 3.306, -3.546)
C (0.780, -1.481, 2.022)
H (-2.884, -1.764, 2.108)
C (3.572, -0.205, 2.868)
C (2.092, -2.045, -1.684)
H (0.597, 3.403, 0.299)
C (-0.032, 0.146, 4.172)
C (-0.743, 0.339, -4.249)
H (1.048, 1.258, 0.399)
H (-2.972, -2.191, -2.182)
H (-1.004, -0.344, -5.064)
H (-2.281, -3.111, 1.142)
C (-0.495, 3.327, 0.355)
H (-5.040, -0.265, -1.298)
C (0.706, 2.812, 4.423)
Si (-2.983, 0.272, 0.026)
H (-1.879, 0.838, 2.206)
O (1.060, 0.031, -1.712)
O (4.849, -2.198, -3.000)
H (0.498, -5.601, -0.012)
H (3.131, -0.424, 3.831)
C (4.947, -0.211, 2.721)
C (1.232, -3.686, -0.548)
O (-2.466, -1.338, 0.104)
H (-2.902, 2.147, 1.608)
O (2.965, -0.179, -2.849)
C (-3.604, 0.751, -3.637)
C (-0.478, 0.894, 5.254)
H (-3.943, -2.531, 0.893)
C (4.720, 0.352, 0.400)
O (1.267, -2.288, 2.762)
C (-2.857, 3.533, -1.499)
N (2.432, -4.072, -1.021)
H (-2.666, 4.609, -1.490)
H (-0.467, 2.807, 6.218)
Os (-0.332, -0.751, -0.511)
H (1.002, 3.848, 4.522)
C (0.787, 0.731, 3.213)
H (1.834, 2.518, 2.631)
H (-3.641, 0.739, 2.350)
C (1.259, -0.022, 1.983)
H (-2.033, -2.303, -3.690)
H (0.726, 2.382, -2.808)
Si (-1.236, 2.620, -1.238)
C (-0.061, 3.110, -2.614)
H (-0.313, -0.896, 4.099)
C (-0.118, 2.226, 5.375)
C (-2.821, 1.061, 1.703)
C (5.526, 0.065, 1.488)
C (2.097, -0.652, -2.147)
H (5.156, 0.585, -0.563)
C (2.755, 0.067, 1.772)

Summary:
Total charge: +1
Multiplicity: 1

=====

Computed, not measured: a structure of composition C45H100F6N8Na2O12S6 in a non-equilibrium geometry, with wB97M-V/def2-TZVPD.

Cartesian coordinates (Å):
C (-2.894, 4.579, -4.792)
H (3.501, -9.126, -5.192)
O (6.425, 5.293, 0.015)
H (12.020, -1.910, -2.861)
H (-3.955, 8.798, -6.290)
H (-10.205, 3.788, -0.300)
C (1.607, -9.229, -2.894)
H (-3.767, -4.521, 10.228)
C (1.017, -7.782, -3.142)
F (7.289, 6.311, -1.855)
C (-4.069, 8.969, -8.558)
H (1.237, -7.127, -2.299)
H (-3.562, 9.530, -9.344)
C (-2.813, -5.092, 12.116)
H (-0.232, 5.783, -7.863)
H (-4.774, -2.319, 9.234)
C (-2.544, -2.411, 9.219)
H (11.358, -1.448, -4.282)
H (2.622, -9.217, -2.496)
H (12.231, 1.204, -1.881)
H (-6.869, 4.510, 1.361)
S (4.373, -5.089, 6.459)
H (-8.670, 3.832, 3.748)
C (-2.530, 6.495, -6.313)
H (2.994, -5.804, -3.188)
H (3.375, -6.002, -4.947)
H (-2.237, -1.563, 11.956)
Na (-3.308, -4.811, 0.706)
H (-1.784, -1.655, 9.023)
C (-1.954, 8.729, -7.295)
C (-3.947, 7.466, -9.015)
H (0.029, -4.702, 11.982)
Na (0.526, -4.823, 3.245)
H (-11.419, 2.603, 1.350)
H (0.541, -5.222, -3.697)
O (-0.484, -0.304, -0.793)
H (0.668, -8.199, -5.878)
C (3.062, -6.496, -4.027)
C (-8.598, 2.254, 0.021)
H (-1.198, -4.743, 9.105)
H (12.221, 3.071, -3.491)
C (-0.893, -4.174, 9.983)
F (-3.462, -0.678, 2.489)
C (-10.397, 5.072, 1.735)
H (10.110, -2.154, -0.897)
H (-4.420, 0.495, 9.349)
H (-3.277, 10.234, -6.839)
H (8.459, -2.162, -2.941)
H (13.613, 2.168, -3.750)
C (-2.408, 4.898, -6.131)
N (1.635, -6.956, -4.328)
C (9.189, -0.318, -0.201)
C (0.326, -3.543, -6.008)
F (3.350, -6.332, 6.242)
H (-10.179, 0.913, -0.058)
H (-5.451, 5.517, 3.223)
C (1.240, -4.758, -5.725)
H (-2.763, 3.512, -4.615)
H (-1.430, 8.960, -6.368)
H (-8.567, 2.082, -1.055)
H (9.356, 0.757, -0.267)
H (-5.133, 9.189, -8.482)
H (-4.714, 6.879, -8.511)
S (3.879, -2.749, 6.242)
H (-3.569, 6.792, -6.170)
H (-8.728, 0.237, 0.581)
C (1.634, -10.041, -4.235)
H (-10.687, 0.466, 2.100)
C (-3.417, 9.199, -7.149)
C (-7.291, 4.795, 2.325)
H (-3.606, -5.794, 12.374)
H (0.207, -5.820, 10.731)
H (-0.675, -1.645, 11.032)
C (-1.469, -2.205, 11.526)
H (0.965, -9.783, -2.209)
H (-1.775, 7.144, -9.752)
H (-4.446, -0.487, 7.777)
H (-11.263, 5.047, 1.074)
H (-0.115, -3.491, 9.641)
C (-10.616, 2.582, 2.086)
H (-0.451, -3.875, -6.696)
O (4.998, -2.339, 5.415)
C (7.589, -0.296, -2.184)
C (-0.519, -5.113, 11.134)
H (7.301, -1.490, -0.318)
H (2.347, -9.871, -6.239)
H (-7.904, 2.656, 2.716)
C (-3.898, -1.703, 9.438)
C (10.453, 0.655, -3.076)
H (-2.444, -4.590, 13.011)
C (-1.709, -6.030, 11.579)
N (-2.037, -3.247, 10.462)
H (-9.271, 1.080, 2.857)
F (2.684, -1.967, 5.552)
O (3.513, 5.037, -0.216)
H (-3.946, 4.860, -4.737)
C (11.960, 1.004, -2.917)
H (-10.720, 5.246, 2.761)
S (5.894, 6.042, -1.074)
H (-0.048, -7.735, -3.370)
C (0.700, -5.761, -4.630)
C (8.583, -1.087, -3.069)
C (1.687, -7.923, -5.608)
C (-6.216, 4.756, 3.373)
H (9.849, 1.379, -2.530)
H (-2.445, 5.025, -3.904)
H (-4.051, -1.389, 10.471)
H (-1.987, 6.928, -5.472)
H (0.074, 7.211, -6.728)
H (3.681, -7.375, -3.851)
C (-8.335, 3.657, 2.726)
H (-3.023, 4.350, -6.846)
N (-1.820, 7.208, -7.526)
N (5.319, 5.295, -2.280)
S (-0.240, -0.529, 0.644)
H (-2.977, 0.050, 8.528)
H (-2.734, -3.142, 8.433)
C (-9.278, 3.591, 0.239)
H (10.065, 0.666, -4.094)
O (-1.556, 0.586, 3.378)
O (4.510, -5.150, 7.924)
F (3.325, 3.877, -2.416)
N (-9.659, 3.754, 1.733)
C (7.694, -0.532, -0.656)
H (-1.411, 4.466, -6.216)
C (-9.932, 1.246, 2.006)
H (-5.734, 3.779, 3.335)
H (0.023, 7.492, -8.490)
H (-7.573, 2.223, 0.390)
C (-2.452, 6.914, -8.929)
H (0.623, -10.297, -4.554)
N (3.194, -4.043, 5.869)
H (12.274, 1.972, -4.912)
O (5.474, -5.423, 5.619)
H (10.547, -2.805, -3.348)
C (-9.342, 1.138, 0.603)
H (7.020, 0.176, -0.173)
H (-1.949, -6.617, 10.692)
H (2.287, -7.324, -6.292)
H (-6.557, 4.755, 4.408)
H (-8.681, 4.461, -0.034)
H (-0.211, -6.233, -4.999)
C (10.226, -1.097, -1.136)
H (-2.516, 5.826, -8.962)
H (8.451, -0.769, -4.103)
O (-2.509, 1.132, 1.175)
H (-7.711, 5.795, 2.217)
O (5.464, 7.399, -0.798)
O (3.787, -2.214, 7.568)
S (3.680, 5.275, -1.665)
H (-11.055, 2.740, 3.072)
C (2.430, -9.267, -5.335)
H (9.370, -0.723, 0.794)
C (12.531, 2.093, -3.860)
H (-3.990, -3.378, 11.596)
H (-1.505, 9.242, -8.146)
H (-9.802, 5.925, 1.409)
H (-1.413, -6.658, 12.419)
C (-0.324, 6.853, -7.677)
H (11.252, -0.790, -0.935)
H (-0.232, -3.080, -5.194)
H (2.137, -4.255, -5.361)
H (12.565, 0.149, -3.219)
C (-3.287, -4.027, 11.073)
H (6.635, -0.656, -2.569)
O (2.756, 6.248, -2.213)
S (-2.070, 0.122, 2.099)
H (-4.293, 7.430, -10.048)
H (-1.086, -2.697, 12.420)
O (0.590, 0.404, 1.345)
H (7.533, 0.759, -2.454)
N (-1.241, -1.300, 1.436)
H (2.089, -10.983, -3.931)
F (0.869, -1.714, 0.584)
H (0.980, -2.828, -6.508)
C (-3.984, -0.302, 8.747)
N (10.060, -0.784, -2.638)
C (11.032, -1.829, -3.315)
H (1.528, -5.166, -6.693)

Summary:
Total charge: +4
Multiplicity: 1

=====

In order of appearance, relative energy (zero: lowest compared OMol25 entry of this formula, charge and spin) = 17.82 90.55 64.73 111.73 3.24 196.98 kcal per mole.
In order of appearance, DFT total energy = -27517.0479 -21936.5797 -12511.1337 -7666.5312 -77267.4556 -174883.7773 eV.